Record 1
This record from the OMol25 dataset describes a gas-phase ion, C17H15BrN3O2 (charge +1) in a non-equilibrium geometry. The level of theory is the ωB97M-V functional and the def2-TZVPD basis.

Geometry as XYZ:
```
38
C17H15BrN3O2 the ωB97M-V functional and the def2-TZVPD basis
Br 3.94 -1.73 6.14
O -1.75 -1.59 -3.35
O -1.70 -3.21 -6.46
N -1.43 -2.09 -5.64
N 1.01 1.54 1.85
N -0.38 2.27 0.30
C -0.15 1.27 1.27
C 2.16 -0.53 2.56
C -1.14 0.20 1.64
C -1.62 2.38 -0.53
C 3.06 -0.71 4.81
C -1.87 -2.38 -4.43
C 1.71 0.79 2.84
C 2.03 1.37 4.10
C 0.69 3.13 0.30
C -1.21 -0.29 -3.67
C -2.43 -3.66 -4.43
C 1.54 2.73 1.32
C 2.80 -1.25 3.52
C -2.37 -4.12 -5.70
C 2.68 0.62 5.09
C -1.55 1.51 -1.68
C -1.40 0.69 -2.58
H -1.04 -0.69 0.96
H -1.70 0.13 -4.54
H -2.78 -5.09 -6.02
H -1.69 3.41 -0.93
H 2.87 1.06 6.06
H 2.54 3.14 1.54
H 1.81 2.40 4.32
H -2.19 0.53 1.65
H 3.08 -2.26 3.32
H -0.90 -0.17 2.62
H -2.84 -4.18 -3.59
H 0.89 3.95 -0.40
H -0.13 -0.42 -3.88
H 2.03 -0.97 1.59
H -2.56 2.22 0.04
```

## Properties
E_tot (a.u.): -3545.20685
HOMO level (eV): -11.90
LUMO energy (eV): -2.939
Energy relative to the best compared isomer or geometry (same formula, charge and spin) (eV): 0.077
Charge: +1
Spin multiplicity: 1
HOMO-LUMO gap (eV): 8.9571
SMILES string: Cc1n(CC#CCOc2ccon2)cc[n+]1-c1ccc(Br)cc1

***

Record 2
This record from the OMol25 dataset describes a molecular structure, C17H15ClN3O4Ti. The level of theory is the ωB97M-V functional and the def2-TZVPD basis.

Geometry as XYZ:
```
41
C17H15ClN3O4Ti the ωB97M-V functional and the def2-TZVPD basis
Ti 0.44 0.64 -0.45
Cl 1.35 3.01 -0.34
O 1.91 2.10 0.67
O -0.11 2.91 -0.15
O 1.60 2.34 -1.62
O 1.84 4.31 -0.26
N -0.58 -0.38 1.05
N -1.69 0.47 -1.15
N 1.85 -0.95 0.30
C 4.05 -1.76 0.64
C -2.60 -0.79 2.20
C -1.88 -1.45 3.18
C -1.91 -0.27 1.12
C -2.17 0.94 -2.30
C -0.51 -1.63 3.05
C 1.54 -1.30 1.57
C -4.36 1.17 -1.36
C 3.39 -0.71 -1.56
C -3.51 1.28 -2.44
C 2.46 -1.86 2.43
C 3.08 -1.17 -0.16
C 0.12 -1.08 1.94
C -1.19 1.13 -3.42
C 3.74 -2.09 1.95
C -3.86 0.68 -0.15
C -2.53 0.33 -0.09
H -3.68 -0.72 2.27
H 4.50 -2.53 2.59
H -0.70 2.10 -3.33
H -5.40 1.45 -1.45
H -1.68 1.09 -4.39
H -3.87 1.65 -3.39
H 2.20 -2.10 3.44
H -4.50 0.59 0.71
H 0.03 -2.21 3.78
H -0.42 0.35 -3.40
H 5.04 -1.93 0.24
H -2.40 -1.87 4.04
H 2.51 -0.82 -2.20
H 4.20 -1.28 -1.99
H 3.68 0.34 -1.55
```

## Properties
E_tot (a.u.): -2431.34451
HOMO level (spin up / spin down) (eV): -10.50 / -12.29
LUMO energy (spin up / spin down) (eV): -3.533 / -3.956
Energy relative to the best compared isomer or geometry (same formula, charge and spin) (eV): 1.711
Charge: +1
Spin multiplicity: 3
HOMO-LUMO gap (spin up / spin down) (eV): 6.9680 / 8.3362

***

Record 3
This record from the OMol25 dataset describes a single C17H15F3N4O6S molecule in a non-equilibrium geometry. The level of theory is the ωB97M-V functional and the def2-TZVPD basis.

Geometry as XYZ:
```
46
C17H15F3N4O6S the ωB97M-V functional and the def2-TZVPD basis
S -0.51 -2.50 -1.49
F 0.33 -2.90 -4.06
F 0.91 -4.42 -2.60
F 1.95 -2.50 -2.63
O -2.53 2.72 -4.52
O -3.14 0.58 -4.78
O 1.97 2.46 -0.28
O -1.75 -3.16 -1.74
O 0.90 3.45 -2.06
O 0.29 -2.73 -0.28
N -0.10 3.18 -2.95
N -0.68 0.44 0.78
N -2.44 1.48 -4.23
N 1.03 2.40 -1.08
C -1.51 1.05 -3.23
C -0.25 -0.58 1.77
C -0.12 0.21 -0.76
C 1.35 0.92 3.00
C 2.66 1.32 3.29
C -0.88 -0.75 -1.65
C 1.13 -0.22 2.21
C 3.75 0.56 2.79
C 0.07 1.51 -1.40
C -2.15 0.72 0.88
C -0.60 1.94 -2.56
C -2.56 -0.01 2.15
C 3.50 -0.63 2.08
C -1.52 -0.33 -2.82
C 0.74 -3.10 -2.79
C -1.29 -0.55 2.84
C 2.20 -1.02 1.79
H -2.18 1.81 0.99
H -0.26 -1.55 1.31
H -2.72 0.48 -0.01
H -3.19 -0.89 1.90
H 1.97 -1.96 1.25
H -0.24 1.34 1.03
H 4.76 0.90 2.96
H -1.99 -1.07 -3.47
H 0.87 -0.23 -0.40
H -1.42 -1.57 3.24
H -0.94 0.11 3.65
H 0.49 1.48 3.43
H 2.85 2.22 3.89
H 4.33 -1.26 1.72
H -3.11 0.67 2.82
```

## Properties
E_tot (a.u.): -2024.73874
HOMO level (eV): -8.36
LUMO energy (eV): -0.698
Spin multiplicity: 1
HOMO-LUMO gap (eV): 7.6653
SMILES string: O=S(=O)(C1=CC(=[N+]([O-])[O-])c2no[n+]([O-])c2[C@H]1[N@H+]1CCC[C@@H]1c1ccccc1)C(F)(F)F

***

Record 4
This record from the OMol25 dataset describes 2 unconnected molecules or ions with the total composition C17H15F6NO4S in a non-equilibrium geometry. The level of theory is the ωB97M-V functional and the def2-TZVPD basis.

Geometry as XYZ:
```
44
C17H15F6NO4S the ωB97M-V functional and the def2-TZVPD basis
S -0.34 -0.04 -3.40
F -0.81 3.90 -0.18
F -1.61 -1.91 0.16
F -2.36 2.42 0.00
F -2.02 3.85 1.59
F -0.63 -2.70 1.94
F -2.95 -1.84 3.36
O 3.86 1.48 0.14
O -1.55 0.16 -4.15
O 2.80 -1.21 3.60
O 0.18 0.97 -2.52
N 3.82 0.31 2.14
C 1.68 -1.68 -3.79
C 3.27 1.10 1.10
C -2.49 -1.27 2.22
C 0.21 0.39 2.90
C 0.56 -2.55 -3.17
C 0.91 2.18 0.83
C -0.76 1.22 2.32
C 2.73 -0.30 2.84
C -2.19 1.09 2.84
C -1.62 -1.96 1.48
C 1.51 0.45 2.43
C -0.40 2.13 1.31
C 0.97 -0.55 -4.52
C 1.82 1.31 1.41
C -1.41 3.07 0.68
C -0.44 -1.60 -2.51
C -2.95 0.10 1.92
H -2.66 0.29 0.89
H 1.61 0.30 -4.73
H -4.03 0.20 1.99
H -2.13 0.72 3.86
H -2.63 2.08 2.83
H 4.36 -0.48 1.78
H 0.50 -0.90 -5.44
H -0.17 -1.39 -1.47
H 0.96 -3.26 -2.46
H 2.31 -2.25 -4.46
H -0.04 -0.31 3.69
H 0.07 -3.11 -3.96
H 1.22 2.84 0.05
H -1.46 -1.97 -2.56
H 2.30 -1.27 -2.99
```

## Properties
E_tot (a.u.): -2009.89458
HOMO level (eV): -9.47
LUMO energy (eV): -0.670
Spin multiplicity: 1
HOMO-LUMO gap (eV): 8.8036
SMILES string: O=C1NC(=O)c2cc(C(F)(F)F)c(CCC(F)=C(F)F)cc21.O=S1(=O)CCCC1

***

Record 5
This record from the OMol25 dataset describes a molecular structure, C17H15MoN5O5S. The level of theory is the ωB97M-V functional and the def2-TZVPD basis.

Geometry as XYZ:
```
44
C17H15MoN5O5S the ωB97M-V functional and the def2-TZVPD basis
Mo -0.02 -0.14 0.66
S 0.03 -1.85 2.46
O 0.91 2.90 3.28
O -1.86 -1.13 0.34
O -1.12 1.70 -1.27
O -4.09 -0.84 0.22
O 0.97 1.09 1.94
N 0.60 -3.06 0.07
N -1.49 1.05 1.58
N 0.95 -1.78 -0.25
N 1.56 0.68 -0.58
N -0.23 -4.37 1.71
C -2.98 -0.50 0.56
C -2.05 2.89 2.94
C 1.79 -1.60 -1.21
C -3.39 2.66 2.66
C -0.85 0.51 -1.25
C -3.76 1.58 1.87
C 0.37 2.06 2.61
C 1.88 1.97 -0.64
C 0.12 -3.14 1.30
C 3.36 1.58 -2.46
C -1.21 -0.37 -2.42
C -2.77 0.78 1.35
C 2.15 -0.19 -1.42
C 2.39 -2.72 -1.99
C -1.12 2.04 2.38
C 3.04 0.24 -2.39
C 2.78 2.46 -1.57
H -4.80 1.33 1.66
H 3.48 -0.48 -3.07
H 1.38 2.62 0.06
H -1.71 3.68 3.59
H -0.71 -4.48 2.59
H 4.06 1.94 -3.21
H -0.25 -5.12 1.04
H 3.01 3.52 -1.58
H -1.87 -1.17 -2.07
H 3.41 -2.48 -2.29
H 2.38 -3.62 -1.39
H -0.31 -0.85 -2.81
H 1.81 -2.91 -2.89
H -1.69 0.22 -3.19
H -4.15 3.31 3.08
```

## Properties
E_tot (a.u.): -1773.30002
HOMO level (spin up / spin down) (eV): -7.51 / -8.05
LUMO energy (spin up / spin down) (eV): -0.576 / -1.375
Energy relative to the best compared isomer or geometry (same formula, charge and spin) (eV): 0.121
Spin multiplicity: 3
HOMO-LUMO gap (spin up / spin down) (eV): 6.9315 / 6.6738

***

Record 6
This record from the OMol25 dataset describes a molecular structure, C17H15N5O3PdS2 in a non-equilibrium geometry. The level of theory is the ωB97M-V functional and the def2-TZVPD basis.

Geometry as XYZ:
```
43
C17H15N5O3PdS2 the ωB97M-V functional and the def2-TZVPD basis
Pd 0.85 -0.95 -1.05
S 2.81 -2.33 -0.76
S 0.48 -1.56 4.35
O -1.64 -0.27 -0.37
O 0.46 -4.10 -0.12
O 0.52 2.02 -3.66
N 0.59 0.30 2.51
N 0.31 -1.89 1.70
N -0.49 0.83 -1.98
N 0.60 -3.82 -1.40
N -1.36 2.89 -2.78
C -2.51 1.82 -1.03
C 0.64 0.09 4.87
C -0.07 -4.33 -3.65
C -1.53 0.73 -1.10
C 0.79 2.30 3.92
C 0.84 1.98 6.32
C 1.53 -2.83 -1.82
C 0.84 -3.37 -4.13
C 1.61 -2.67 -3.25
C -2.37 2.85 -1.87
C 0.68 0.92 3.73
C 0.73 0.60 6.15
C -0.13 -4.51 -2.29
C -1.21 4.00 -3.70
C -0.37 1.87 -2.83
C 0.47 -0.99 2.64
C 0.87 2.81 5.20
H -0.71 -4.92 -4.30
H -3.05 3.69 -1.88
H 0.93 -3.19 -5.19
H 2.34 -1.96 -3.59
H 0.95 3.89 5.34
H 0.70 -0.05 7.01
H 0.90 2.40 7.31
H 0.45 -1.70 0.67
H 0.81 2.94 3.04
H -1.03 3.63 -4.71
H 0.38 -2.87 1.91
H -3.30 1.78 -0.30
H -2.12 4.59 -3.68
H -0.36 4.63 -3.43
H -0.79 -5.23 -1.81
```

## Properties
E_tot (a.u.): -2080.59953
HOMO level (eV): 0.14
LUMO energy (eV): 4.462
Energy relative to the best compared isomer or geometry (same formula, charge and spin) (eV): 0.000
Charge: -2
Spin multiplicity: 1
HOMO-LUMO gap (eV): 4.3237